Arrangement one

This record from OMol25 describes the molecule C3H4N4O. The level of theory is the ωB97M-V functional and the def2-TZVPD basis.

Last column: natural (NBO) charge in e.
Element x y z (Å)
H  2.0760  -1.9680  1.4295  0.366
N  1.0726  -2.1371  1.5253  -0.617
C  0.2570  -1.4082  0.8468  0.581
N  -1.0989  -1.6848  0.8721  -0.200
N  -1.9565  -0.9092  0.5030  0.080
N  -1.5704  0.3532  -0.1496  -0.381
C  -0.3315  0.4674  -0.2974  0.577
C  0.1263  1.6722  -1.1205  -0.658
O  0.6508  -0.2880  0.1525  -0.456
H  0.1523  2.4708  -0.3984  0.239
H  -0.5283  1.9364  -1.8785  0.243
H  1.1506  1.4954  -1.4849  0.227

HOMO   -10.0 eV
LUMO level   -0.53 eV

---

Arrangement two

This record from OMol25 describes the molecule C3H4N4O. The level of theory is the ωB97M-V functional and the def2-TZVPD basis.

Last column: natural (NBO) charge in e.
Element x y z (Å)
C  -1.7011  -0.3872  -0.0254  -0.263
C  -1.2998  0.8268  0.0697  0.331
C  1.0437  -0.9984  0.0830  0.281
N  -1.1981  -1.6620  -0.1070  -0.306
N  -1.0399  1.9545  -0.1657  -0.587
N  0.1227  -1.8808  -0.0639  -0.294
N  1.8669  -0.2893  -0.5126  -0.159
O  2.7027  0.5555  0.1649  -0.522
H  -2.8349  -0.5285  -0.0676  0.248
H  -1.1615  2.6247  0.7250  0.370
H  0.3171  -2.8338  0.2160  0.422
H  2.8189  1.2335  -0.4748  0.479

HOMO (spin up / spin down)   -7.3 / -7.1 eV
LUMO level (spin up / spin down)   -0.06 / -0.11 eV

---

Arrangement three

This record from OMol25 describes the molecule C3H4N4O. The level of theory is the ωB97M-V functional and the def2-TZVPD basis.

Last column: natural (NBO) charge in e.
Element x y z (Å)
O  0.1948  -2.2967  -0.3964  -0.617
C  0.1494  -1.0611  -0.0036  0.704
N  -0.4346  -0.4334  1.3260  -0.572
C  -1.3881  0.2915  0.4481  0.180
N  -1.1014  1.3972  -0.2136  -0.437
C  0.3077  1.7489  -0.0581  0.195
N  1.3199  1.0156  -0.3633  -0.270
N  0.9655  -0.3060  -0.7517  -0.474
H  -1.1309  -1.3588  1.3251  0.402
H  -2.4299  0.2173  0.2247  0.231
H  0.4888  2.8301  0.4221  0.211
H  1.8535  -0.9038  -1.0998  0.445

HOMO   -9.8 eV
LUMO level   0.05 eV

---

Arrangement four

This record from OMol25 describes a structure of composition C3H4N4O. The level of theory is the ωB97M-V functional and the def2-TZVPD basis.

Last column: natural (NBO) charge in e.
Element x y z (Å)
C  -0.3386  -1.1898  -0.2984  0.543
C  0.0547  1.0134  -0.6284  0.330
C  0.5585  0.5072  0.8111  0.613
H  -0.7828  -3.1181  0.3169  0.352
H  -1.6922  0.0554  -1.6683  0.449
H  -0.1390  3.1570  -0.2207  0.397
H  0.2921  -1.5015  1.5135  0.413
N  -0.8430  -2.3865  -0.5387  -0.686
N  -0.4043  -0.0894  -1.2213  -0.603
N  -0.3761  2.2020  -0.8735  -0.650
N  -0.0307  -0.7432  1.0228  -0.628
O  1.5316  0.8178  1.5034  -0.530

HOMO   -9.8 eV
LUMO level   -0.51 eV

---

Question: which arrangement is favored energetically? Ranking from most to least stable: arrangement one, arrangement four, arrangement three, arrangement two.

---

Arrangement one

This record from OMol25 describes the molecule C3H4N4O. The level of theory is the ωB97M-V functional and the def2-TZVPD basis.

Last column: natural (NBO) charge in e.
Element x y z (Å)
O  -2.4437  -0.7067  -0.3234  -0.711
C  -1.5430  0.4470  0.1175  -0.124
C  -0.0974  0.1712  0.1949  0.370
N  0.8074  1.0616  0.1081  -0.431
C  2.0116  0.5823  -0.2225  0.223
N  2.3949  -0.6888  -0.2701  -0.261
N  1.3703  -1.5913  0.1804  0.071
N  0.2001  -1.1457  0.2420  -0.267
H  -2.0294  -1.5054  -0.3502  0.480
H  -1.5317  1.3837  -0.7098  0.218
H  -2.0114  0.7940  1.1079  0.232
H  2.8725  1.1981  -0.0748  0.201

HOMO   -10.1 eV
LUMO level   -0.88 eV

---

Arrangement two

This record from OMol25 describes a structure of composition C3H4N4O. The level of theory is the ωB97M-V functional and the def2-TZVPD basis.

Last column: natural (NBO) charge in e.
Element x y z (Å)
C  0.2540  -0.5922  -0.0066  0.214
C  -1.9743  -0.7763  0.0058  0.268
C  -0.2616  0.8771  -0.0453  0.597
H  2.2917  0.8620  0.7153  0.349
H  3.4762  -0.6634  0.6263  0.353
H  -3.0286  -1.2304  -0.3024  0.223
H  -2.1871  1.5045  -0.4603  0.424
N  2.4706  -0.0923  -0.1916  -0.622
N  1.3950  -1.0790  -0.1684  -0.174
N  -0.9904  -1.4665  -0.1128  -0.422
N  -1.6141  0.6828  0.1108  -0.666
O  0.1688  1.9737  -0.1709  -0.542

HOMO   -9.7 eV
LUMO level   -0.48 eV

---

Arrangement three

This record from OMol25 describes the molecule C3H4N4O. The level of theory is the ωB97M-V functional and the def2-TZVPD basis.

Last column: natural (NBO) charge in e.
Element x y z (Å)
H  1.0453  1.1071  2.0611  0.343
N  0.9132  0.2203  1.6160  -0.607
C  0.2179  0.4510  0.5944  0.333
C  -0.4781  1.6210  0.0645  0.063
N  -1.0636  1.3444  -1.0465  -0.374
C  -0.8648  -0.0753  -1.2705  0.731
O  -1.3309  -0.7237  -2.1736  -0.519
N  -0.0414  -0.5561  -0.3289  -0.309
N  0.5404  -1.7894  -0.3492  -0.612
H  -0.4078  2.5934  0.5514  0.211
H  -0.0254  -2.4206  0.2900  0.362
H  1.4952  -1.7720  -0.0086  0.378

HOMO   -9.9 eV
LUMO level   -1.00 eV

---

Question: which arrangement is favored energetically? Ranking from most to least stable: arrangement three, arrangement one, arrangement two.

---

Arrangement one

This record from OMol25 describes the ion C18H22NO with charge +1. The level of theory is the ωB97M-V functional and the def2-TZVPD basis.

Last column: natural (NBO) charge in e.
Element x y z (Å)
C  -1.2786  -2.8828  0.3820  -0.408
C  -0.4103  -2.0717  0.9670  -0.186
C  0.6576  -1.3392  0.2135  -0.469
C  0.2201  0.1032  -0.1173  -0.036
N  -1.1123  0.0526  -0.8137  -0.544
C  -1.0823  0.2351  -2.2959  -0.231
C  -0.3804  -0.9142  -2.9655  -0.114
C  -1.0630  -2.1087  -3.1737  -0.211
C  -0.4218  -3.1856  -3.7597  -0.194
C  0.9051  -3.0764  -4.1438  -0.180
C  1.5858  -1.8859  -3.9517  -0.211
C  0.9463  -0.8077  -3.3641  -0.149
C  0.1351  0.9875  1.1004  -0.145
C  -0.9624  0.9536  1.9613  -0.220
C  -1.0080  1.7674  3.0699  -0.235
C  0.0463  2.6419  3.3623  0.336
O  -0.1019  3.3923  4.4640  -0.472
C  0.9206  4.2957  4.8313  -0.259
C  1.1477  2.6706  2.5066  -0.308
C  1.1802  1.8534  1.3929  -0.111
H  -2.0468  -3.3891  0.9403  0.225
H  -1.2091  -3.1369  -0.6658  0.203
H  -0.4672  -1.8749  2.0276  0.225
H  0.8852  -1.8627  -0.7171  0.235
H  1.5678  -1.2854  0.8102  0.253
H  0.9463  0.5302  -0.8134  0.233
H  -1.7102  0.7721  -0.3904  0.445
H  -1.5160  -0.8783  -0.5805  0.463
H  -0.5797  1.1797  -2.5121  0.233
H  -2.1154  0.2997  -2.6456  0.236
H  -2.1055  -2.1893  -2.8976  0.216
H  -0.9590  -4.1067  -3.9230  0.232
H  1.4035  -3.9150  -4.6034  0.234
H  2.6142  -1.7935  -4.2633  0.232
H  1.4782  0.1233  -3.2328  0.207
H  -1.7893  0.2788  1.7858  0.209
H  -1.8523  1.7463  3.7392  0.239
H  1.8601  3.7739  5.0326  0.184
H  1.0772  5.0552  4.0602  0.183
H  0.5720  4.7751  5.7436  0.216
H  1.9809  3.3263  2.6978  0.234
H  2.0413  1.8900  0.7421  0.210

HOMO   -11.5 eV
Charge   +1
LUMO level   -2.54 eV

---

Arrangement two

This record from OMol25 describes a cluster of 2 separate species, C18H22NO in total. The level of theory is the ωB97M-V functional and the def2-TZVPD basis.

Last column: natural (NBO) charge in e.
Element x y z (Å)
C  -0.1021  0.4790  1.1226  0.080
C  -1.4080  -0.0439  1.5395  -0.173
C  -2.5225  0.8282  1.4412  -0.100
C  -3.8173  0.3708  1.6644  -0.223
C  -4.0445  -0.9781  1.9665  -0.101
C  -2.9537  -1.8448  2.1090  -0.236
C  -1.6463  -1.3706  1.9680  -0.061
C  1.1814  -0.1014  1.5596  -0.171
C  2.2256  0.7669  1.9517  -0.092
C  3.4945  0.2782  2.2280  -0.219
C  3.7463  -1.1010  2.1628  -0.116
C  2.7207  -1.9752  1.7798  -0.236
C  1.4641  -1.4767  1.4279  -0.086
H  -0.0883  1.5730  1.1161  0.257
H  -2.3390  1.8713  1.1724  0.231
H  -4.6543  1.0704  1.5933  0.243
H  -5.0629  -1.3495  2.0910  0.242
H  -3.1184  -2.8991  2.3400  0.241
H  -0.8077  -2.0309  2.1808  0.218
H  2.0081  1.8350  2.0126  0.227
H  4.2932  0.9770  2.4904  0.240
H  4.7387  -1.4867  2.3961  0.239
H  2.9000  -3.0520  1.7379  0.238
H  0.7079  -2.1437  1.0061  0.213
O  2.1097  1.8007  -0.8466  -0.745
C  1.7817  1.6822  -2.2120  -0.060
C  0.8235  0.5096  -2.3440  -0.060
C  0.0520  0.4912  -3.6775  -0.399
C  -1.3140  -0.1257  -3.3362  -0.404
C  -1.4507  0.0147  -1.8056  -0.219
N  -0.2035  0.5187  -1.3264  -0.545
H  2.7655  2.5085  -0.7436  0.484
H  1.2818  2.5971  -2.5632  0.167
H  2.6791  1.4513  -2.8112  0.178
H  1.4417  -0.4128  -2.2583  0.173
H  -0.0854  1.5274  -4.0096  0.211
H  0.5947  -0.0555  -4.4548  0.232
H  -2.1341  0.3728  -3.8557  0.229
H  -1.3161  -1.1881  -3.5948  0.216
H  -2.2525  0.7302  -1.5548  0.184
H  -1.7466  -0.9399  -1.3287  0.182
H  0.0577  0.3215  -0.3346  0.319

HOMO   -11.5 eV
Charge   +1
LUMO level   -5.87 eV

---

Question: which arrangement is favored energetically? Ranking from most to least stable: arrangement one, arrangement two.

---

Arrangement one

This record from OMol25 describes the ion C5H11N3 with charge +2. The level of theory is the ωB97M-V functional and the def2-TZVPD basis.

Last column: natural (NBO) charge in e.
Element x y z (Å)
C  -1.7061  0.9076  -0.3561  0.211
N  -0.8466  0.3386  0.3805  -0.296
C  -0.8792  -0.0859  1.7927  -0.253
C  0.6030  -0.1185  2.2050  -0.250
N  1.2699  -0.1845  0.9420  -0.408
C  0.4865  0.0293  -0.0343  0.686
N  1.0351  0.2835  -1.4838  -0.510
C  0.3823  -0.3892  -2.5311  -0.446
H  -2.7924  1.0122  -0.2606  0.297
H  -1.3486  1.0311  -1.3874  0.249
H  -1.4161  -1.0013  1.9439  0.287
H  -1.4340  0.7448  2.2806  0.282
H  0.9683  0.6381  2.8475  0.278
H  0.8209  -1.1059  2.6891  0.276
H  2.2242  -0.3388  0.8319  0.471
H  2.0361  0.1648  -1.4760  0.421
H  -0.6507  -0.5026  -2.2094  0.183
H  0.8665  -1.4651  -2.6025  0.236
H  0.3812  0.0417  -3.5720  0.285

HOMO   -18.8 eV
Charge   +2
LUMO level   -10.75 eV

---

Arrangement two

This record from OMol25 describes the ion C5H11N3 with charge +2. The level of theory is the ωB97M-V functional and the def2-TZVPD basis.

Last column: natural (NBO) charge in e.
Element x y z (Å)
C  -0.1176  -1.9443  0.4337  0.206
N  0.4037  -0.8102  0.1547  -0.304
C  1.7172  -0.6423  -0.3250  -0.260
C  2.1899  0.7219  0.1659  -0.252
N  0.9349  1.3580  0.1505  -0.458
C  -0.0692  0.5048  0.1707  0.667
N  -1.4495  0.9305  0.1386  -0.515
C  -2.6325  0.2029  -0.2213  -0.513
H  0.5871  -2.7441  0.2707  0.255
H  -1.2229  -2.2019  0.7163  0.305
H  1.6201  -0.6256  -1.3862  0.265
H  2.4286  -1.4712  -0.0246  0.288
H  2.7299  0.7849  1.1088  0.266
H  2.8364  1.3831  -0.4186  0.281
H  0.9179  2.4372  -0.0029  0.503
H  -1.7479  1.8849  0.3739  0.464
H  -2.5445  -0.5917  -1.0263  0.254
H  -3.2204  0.8208  -0.9344  0.277
H  -3.3612  0.0023  0.6555  0.270

HOMO   -18.8 eV
Charge   +2
LUMO level   -10.56 eV

---

Question: which arrangement is favored energetically? Ranking from most to least stable: arrangement two, arrangement one.